No. 1
19
Properties=species:S:1:pos:R:3:forces:R:3 method="wB97M-V/def2-TZVPD" relative_energy_kcal_mol=31.5 spin_multiplicity=2 homo_energy_ev="1.4 / -6.3" total_energy_ha=-252.95123 total_charge=-1
C 0.992 -0.685 1.154 0.442 -1.480 -0.767
C -0.024 -0.152 0.109 -0.428 1.248 0.216
C -0.784 -1.148 -0.797 1.050 0.584 1.902
C 0.639 0.901 -0.821 0.844 0.571 0.318
C -0.441 1.967 -1.061 -0.632 0.271 0.774
N 0.419 -1.524 2.234 0.794 0.521 -0.915
H 1.797 -1.365 0.680 -0.970 1.412 0.430
H 1.425 0.160 1.656 0.633 0.541 -0.096
H -0.845 0.404 0.736 1.587 -0.757 -0.975
H -1.757 -1.257 -0.443 -1.833 -0.884 1.533
H -1.162 -0.678 -1.692 1.239 -0.310 -1.264
H -0.235 -2.077 -0.655 -0.232 -0.386 -1.491
H 1.188 0.491 -1.747 -1.335 0.299 1.208
H 1.478 1.439 -0.288 -0.706 -0.473 -0.216
H -0.137 2.720 -1.784 0.221 0.571 0.392
H -1.395 1.625 -1.481 0.215 -0.660 0.030
H -0.776 2.348 -0.017 0.836 0.025 -1.799
H -0.037 -2.184 1.653 -0.838 -1.613 -0.056
H -0.348 -0.984 2.566 -0.886 0.518 0.777

=====

No. 2
37
Properties=species:S:1:pos:R:3:forces:R:3 method="wB97M-V/def2-TZVPD" relative_energy_kcal_mol=15.2 spin_multiplicity=1 homo_energy_ev=-11.1 total_energy_ha=-1606.90231 total_charge=+1
Pd -0.174 -0.859 0.204 -0.651 -0.585 0.527
N -1.292 -0.472 2.044 0.087 -0.047 0.038
C -2.767 -0.661 1.996 -0.084 0.062 -0.007
C -3.210 -2.115 1.925 -0.001 0.007 -0.018
C -3.099 -2.783 0.562 -0.111 -0.011 0.082
N -1.700 -2.877 0.137 0.137 0.188 -0.232
H -0.903 -1.068 2.773 -0.038 -0.029 -0.033
H -1.114 0.474 2.368 0.072 -0.025 -0.028
H -3.145 -0.110 1.131 0.013 -0.017 0.003
H -3.208 -0.205 2.885 0.012 -0.002 -0.020
H -4.257 -2.147 2.232 -0.006 -0.013 -0.010
H -2.668 -2.702 2.675 0.028 -0.009 0.000
H -3.642 -2.195 -0.181 -0.002 -0.004 0.010
H -3.583 -3.763 0.615 0.023 0.013 -0.026
H -1.612 -3.330 -0.766 -0.073 0.024 -0.002
H -1.181 -3.458 0.790 0.038 0.028 -0.047
S 1.167 -1.137 -1.576 0.077 -0.084 -0.185
C 2.496 -1.506 -0.514 0.164 0.031 -0.048
S 1.844 -1.366 1.087 0.262 0.425 0.027
C 3.765 -1.830 -0.872 -0.512 0.077 0.192
C 4.743 -2.099 0.123 0.280 -0.075 0.109
N 5.536 -2.305 0.929 -0.053 0.015 0.072
C 4.117 -1.870 -2.248 0.118 0.053 -0.271
N 4.372 -1.852 -3.369 -0.039 -0.022 -0.024
N 0.758 4.732 -0.749 0.025 0.034 -0.019
C 0.733 3.894 -1.948 -0.107 -0.085 0.009
C 0.264 2.499 -1.537 0.053 0.128 -0.138
N 1.092 2.091 -0.368 0.195 -0.179 0.084
H 1.458 5.459 -0.815 -0.005 0.006 0.007
H 1.156 2.921 0.244 -0.033 -0.015 -0.032
H -0.132 5.190 -0.592 0.004 0.002 -0.009
H 1.741 3.830 -2.360 0.014 0.002 0.022
H 0.086 4.264 -2.746 0.002 0.003 0.016
H 0.381 1.754 -2.322 -0.001 0.036 0.020
H -0.774 2.517 -1.208 0.017 -0.004 0.018
H 0.717 1.247 0.115 0.113 0.106 -0.087
H 2.037 1.836 -0.665 -0.018 -0.034 0.001

=====

No. 3
14
Properties=species:S:1:pos:R:3:forces:R:3 method="wB97M-V/def2-TZVPD" relative_energy_kcal_mol=35.1 spin_multiplicity=1 homo_energy_ev=-2.1 total_energy_ha=-270.12975 total_charge=-1
C 0.169 -1.240 1.600 -0.625 -1.671 -0.351
O -0.803 -1.223 2.508 -0.082 0.538 0.038
C -0.228 -0.912 0.132 0.175 3.046 -0.316
C -0.076 0.686 -0.321 1.463 -2.499 0.681
H 1.062 -0.592 1.873 -0.052 -0.435 -0.383
H 0.519 -2.348 1.390 0.455 0.893 0.622
H 0.363 -1.529 -0.562 0.086 0.413 0.008
H -1.267 -1.075 -0.093 -0.596 -0.739 0.389
H 0.851 1.071 0.173 -0.714 -0.036 -0.419
H 0.120 0.536 -1.370 0.170 0.550 -0.466
H -0.905 1.368 -0.191 -0.352 -0.186 0.400
H 0.951 2.579 -2.255 -0.299 -0.260 0.212
H -0.115 1.732 -3.007 0.035 0.070 0.403
O 0.746 2.147 -3.087 0.337 0.315 -0.817

=====

No. 4
9
Properties=species:S:1:pos:R:3:forces:R:3 method="wB97M-V/def2-TZVPD" relative_energy_kcal_mol=0.0 spin_multiplicity=3 homo_energy_ev="-6.4 / -11.0" total_energy_ha=-863.15838 total_charge=0
C -0.010 -0.181 0.292 -0.492 1.312 2.022
N -0.880 -0.924 -0.185 -1.636 -0.251 0.071
N -0.303 1.050 0.910 3.190 -3.353 2.213
N 1.312 -0.408 -0.001 3.885 0.081 -1.262
F 2.177 0.275 0.798 -0.006 1.801 0.604
F 1.774 -1.648 0.330 -1.147 -1.610 -0.341
Cl -1.744 1.841 0.339 -4.649 3.215 -2.071
H -0.434 -1.676 -0.665 0.172 -0.915 -0.562
H -0.203 1.217 1.920 0.684 -0.281 -0.674

=====

No. 5
23
Properties=species:S:1:pos:R:3:forces:R:3 method="wB97M-V/def2-TZVPD" spin_multiplicity=3 homo_energy_ev="-4.2 / -7.8" total_energy_ha=-1543.35820 total_charge=0
C -1.193 -2.532 -0.206 2.747 -3.972 3.190
C -1.961 -1.583 -0.673 -1.611 4.508 -0.750
C 1.938 0.934 0.260 0.335 0.294 0.637
C 2.892 -1.783 -0.339 0.232 -0.220 -1.627
C -0.671 2.839 -0.480 0.791 0.586 -1.281
C -2.093 -0.293 0.019 -7.166 -3.927 -5.275
C -1.275 0.453 0.641 5.571 4.265 4.606
O -3.094 2.399 0.548 0.254 0.364 0.183
S 2.747 0.597 1.722 0.040 1.043 0.669
S 1.920 -0.233 -0.882 0.569 -1.348 0.374
S -1.666 2.219 0.891 0.031 -1.896 -0.804
H -0.973 -3.511 -0.707 -0.395 1.167 0.285
H -0.935 -2.567 0.939 -0.192 0.368 -2.421
H -2.433 -1.577 -1.678 0.163 -0.393 0.834
H 3.054 -2.058 0.692 -0.144 0.760 0.488
H 3.844 -1.953 -0.907 -0.753 0.686 0.483
H 2.202 -2.519 -0.718 -0.236 -0.499 -0.188
H 0.202 2.143 -0.738 -0.936 1.286 1.091
H -0.419 3.920 -0.291 0.126 -1.204 -0.095
H -1.328 2.819 -1.362 -0.153 -0.014 0.351
H 2.625 1.816 2.389 -0.055 -0.962 -0.687
H -3.083 0.255 -0.240 1.494 -0.973 0.354
H -0.300 0.216 1.121 -0.711 0.081 -0.416

=====

No. 6
65
Properties=species:S:1:pos:R:3:forces:R:3 method="wB97M-V/def2-TZVPD" relative_energy_kcal_mol=83.7 spin_multiplicity=2 homo_energy_ev="-13.0 / -12.7" total_energy_ha=-5489.04373 total_charge=+2
Re -0.579 -0.159 -0.812 0.216 -0.094 0.843
I -1.786 1.515 0.977 -0.424 -0.769 -0.930
C -3.855 1.143 0.421 0.540 0.577 0.247
C -4.578 2.307 0.356 0.476 -0.214 0.082
C -5.946 2.286 0.078 -0.256 -0.236 -0.063
C -6.569 1.081 -0.066 0.060 0.290 0.061
C -5.854 -0.132 0.028 0.319 0.021 0.021
C -6.573 -1.344 -0.047 0.121 -0.225 0.029
C -5.942 -2.548 0.080 -0.259 0.152 -0.066
C -4.553 -2.566 0.186 0.115 0.473 0.097
C -3.790 -1.412 0.210 0.150 -0.831 0.054
P -2.000 -1.827 0.130 0.032 0.792 -0.199
C -1.802 -2.931 -1.328 -0.141 -0.055 0.026
C -2.726 -2.660 -2.351 0.028 -0.219 0.114
C -2.488 -2.979 -3.672 0.150 -0.059 0.013
C -1.262 -3.520 -4.018 -0.118 0.001 0.048
C -0.361 -3.842 -3.019 0.029 0.121 0.110
C -0.609 -3.602 -1.666 -0.439 0.017 -0.180
C -1.875 -2.781 1.666 -0.035 -0.166 -0.259
C -2.154 -4.145 1.639 -0.060 0.278 0.120
C -2.212 -4.858 2.822 -0.092 0.000 0.139
C -1.961 -4.219 4.026 -0.033 -0.188 -0.066
C -1.654 -2.865 4.052 0.002 0.147 -0.013
C -1.627 -2.137 2.875 -0.027 -0.123 -0.066
C -4.427 -0.137 0.222 -0.261 -0.178 -0.162
H -4.101 3.256 0.539 0.108 0.122 -0.015
H -6.484 3.218 0.008 -0.114 0.048 0.004
H -7.632 1.032 -0.235 -0.176 -0.007 -0.033
H -7.641 -1.301 -0.189 -0.142 0.047 0.009
H -6.491 -3.476 0.069 -0.106 -0.057 -0.026
H -4.056 -3.523 0.227 -0.063 -0.042 -0.064
H -3.651 -2.158 -2.102 0.035 -0.024 -0.009
H -3.234 -2.768 -4.422 -0.073 0.026 -0.090
H -1.026 -3.717 -5.053 0.073 -0.075 -0.061
H 0.574 -4.301 -3.307 0.136 -0.123 -0.009
H 1.383 -4.044 -1.220 0.050 -0.087 0.083
H -2.301 -4.650 0.694 -0.072 -0.087 -0.081
H -2.438 -5.913 2.797 -0.023 -0.116 0.061
H -1.998 -4.783 4.945 -0.010 -0.033 0.138
H -1.446 -2.378 4.992 -0.006 0.052 0.082
H -1.405 -1.078 2.889 0.031 0.034 0.048
O 1.965 0.107 -6.296 0.025 0.040 -0.304
C 1.524 0.348 -5.077 -0.298 0.069 0.827
C 2.346 0.595 -3.967 -0.060 0.046 -0.065
C 1.785 0.725 -2.717 0.617 -0.037 -0.305
N 0.468 0.622 -2.493 -0.295 0.103 -0.307
C -0.312 0.499 -3.576 -0.149 -0.032 -0.150
Br -2.170 0.483 -3.101 0.480 0.194 0.320
C 0.132 0.350 -4.861 0.128 -0.010 -0.223
H 2.931 0.144 -6.376 -0.161 0.044 0.121
H 3.415 0.664 -4.087 0.139 0.029 0.058
H 2.404 0.889 -1.847 0.014 -0.031 0.015
H -0.538 0.232 -5.696 -0.145 -0.031 -0.048
S 1.290 -2.434 1.197 -0.219 -1.130 0.038
C 0.662 -3.954 0.690 0.848 0.980 -0.048
C 0.683 -4.932 1.685 0.070 -0.578 0.398
C 0.504 -6.262 1.402 0.198 0.953 -0.007
C 0.256 -6.670 0.070 -0.100 -0.115 -0.740
C 0.202 -5.767 -0.930 0.156 -0.231 0.310
C 0.418 -4.296 -0.740 -0.206 -0.267 0.030
S 1.458 -1.360 -0.492 -0.692 1.116 -0.236
H 0.906 -4.613 2.692 0.011 -0.025 0.172
H 0.576 -6.995 2.190 -0.005 -0.090 0.130
H 0.120 -7.716 -0.152 -0.046 -0.133 -0.009
H 0.003 -6.089 -1.941 -0.051 -0.049 -0.014

=====

Computed strongest force on any atom (Eh/bohr) in order:
0.04954; 0.01986; 0.05966; 0.11707; 0.18915; 0.02594